No. 1
Here is a molecular structure, C27H35CsN2O7P3S from the OMol25 dataset. Energies are from ωB97M-V/def2-TZVPD.

Structure (XYZ):
```
76
Properties=species:S:1:pos:R:3:forces:R:3:mulliken_charge:R:1
Cs 0.502471 0.840692 -1.077971 -0.014 -1.059 -2.901 2.20
C -2.323820 -2.079758 3.065440 0.015 0.023 0.114 -1.24
C -3.512309 -2.121807 2.153937 0.081 -0.024 -0.164 0.54
C -4.784878 -2.367301 2.651331 -0.074 -0.069 0.076 -0.75
C -5.886223 -2.393461 1.813564 -0.114 -0.042 0.057 -0.65
C -5.724093 -2.160775 0.457981 -0.124 0.008 -0.023 -0.81
C -4.465640 -1.893972 -0.046079 0.051 -0.057 0.019 0.07
C -3.345112 -1.896817 0.779293 -0.054 0.408 0.073 -0.09
P -1.678228 -1.360161 0.186396 -0.582 -0.809 -0.106 0.53
C -0.827216 -2.991475 0.055870 0.198 0.166 0.194 0.63
C 0.488673 -2.923251 0.513125 -0.049 0.044 0.015 -1.13
C 1.310853 -4.033500 0.549551 0.216 -0.140 0.073 -0.66
C 0.808190 -5.261245 0.158792 0.070 0.063 0.038 -0.68
C -0.500783 -5.344395 -0.283783 -0.030 -0.131 -0.039 -0.76
C -1.330916 -4.232585 -0.360954 0.045 0.023 -0.041 1.52
C -2.702584 -4.392065 -0.940741 -0.013 -0.041 0.055 -1.50
C -2.037227 -0.675907 -1.444907 -0.051 0.207 -0.074 -0.83
C -2.738721 0.519685 -1.257352 -0.430 -0.157 -0.137 -0.02
C -2.995546 1.419504 -2.265606 -0.237 0.397 0.162 -1.03
C -2.478959 1.129197 -3.543797 -0.110 0.039 -0.099 -0.52
C -1.751498 0.005534 -3.761394 0.069 0.070 -0.252 -0.91
C -1.422258 -0.954322 -2.729943 -0.814 -0.225 0.110 1.28
C -0.621070 -2.006920 -3.037309 0.451 -0.583 -0.099 -1.38
H -2.625234 -2.076560 4.113491 -0.009 -0.035 0.010 0.46
H -1.736924 -1.182364 2.853059 0.084 -0.045 0.091 0.03
H -1.671298 -2.937145 2.888954 0.067 -0.004 0.043 0.23
H -4.920005 -2.529528 3.713916 0.035 -0.016 0.064 0.38
H -6.870473 -2.582437 2.221751 -0.049 -0.017 0.019 0.37
H -6.579839 -2.175900 -0.203422 -0.051 0.015 -0.042 0.42
H -4.332708 -1.688181 -1.099090 0.003 0.049 -0.062 0.42
H 0.866912 -1.964954 0.846819 0.035 0.052 0.029 0.67
H 2.333344 -3.937696 0.888857 0.057 0.001 0.014 0.45
H 1.430191 -6.147400 0.187939 0.002 -0.008 -0.001 0.34
H -0.885524 -6.304494 -0.602988 -0.065 -0.057 -0.053 0.38
H -2.796253 -5.355155 -1.442723 0.025 -0.001 -0.033 0.48
H -2.890289 -3.598959 -1.661106 -0.076 0.062 -0.093 0.15
H -3.464991 -4.334411 -0.164202 -0.060 -0.003 -0.034 0.25
H -3.146904 0.714815 -0.265886 0.050 0.122 -0.008 0.26
H -3.614905 2.292838 -2.101370 0.098 0.007 0.068 0.38
H -2.684563 1.810347 -4.364087 0.065 -0.036 -0.028 0.36
H -1.361436 -0.196185 -4.753175 0.036 0.007 -0.015 0.29
H -0.309993 -2.154672 -4.062376 0.131 0.082 -0.058 0.21
H -0.355346 -2.781378 -2.339149 0.013 -0.025 0.074 0.18
C 1.837195 3.020906 3.712605 0.008 -0.078 -0.086 -1.88
C 2.092129 2.762978 2.245807 -0.752 -0.387 -0.639 1.69
O 3.324695 3.300828 1.838486 0.501 0.122 0.039 -0.65
P 0.791099 3.424244 1.130268 -0.197 1.376 0.317 0.35
O 0.598199 4.979646 1.458521 0.201 -0.070 -0.134 -0.61
O -0.584067 2.807635 1.615760 0.223 0.463 -0.100 -0.63
O 1.116365 3.217241 -0.285064 0.566 1.256 0.245 -0.74
P 2.062681 0.986019 1.702772 0.743 -0.567 1.349 0.33
O 2.709121 0.182225 2.962177 0.107 0.219 -0.483 -0.60
O 0.631461 0.564549 1.527059 0.210 -0.086 1.343 -0.42
O 2.999168 0.897827 0.555738 0.477 0.084 0.094 -0.66
H 1.946267 4.084243 3.925526 -0.030 0.074 0.015 0.42
H 2.565478 2.474048 4.309432 0.012 -0.007 0.031 0.41
H 0.833256 2.696524 3.978200 -0.082 -0.013 0.126 0.36
H 3.637314 2.643738 1.190562 0.181 0.150 -0.160 0.10
H 0.107910 5.079270 2.274314 -0.255 0.219 0.340 0.33
H -0.371182 1.845191 1.514948 -0.509 -0.792 0.515 0.20
H 2.003649 -0.132366 3.523893 -0.338 -0.256 0.323 0.31
C 3.127344 4.258609 -2.831470 -0.154 0.122 -0.181 -0.88
N 4.122727 3.434484 -2.211242 0.127 -0.187 0.416 0.19
C 4.815069 3.908412 -1.032664 0.069 0.239 0.271 -0.53
C 5.603643 2.668047 -0.580470 0.353 0.129 -0.002 -0.64
N 5.047621 1.594992 -1.386690 -0.139 0.191 0.194 -0.11
C 4.124003 2.086549 -2.261923 0.518 -0.008 -0.423 0.02
S 3.298996 1.172732 -3.350856 -0.561 -0.571 -0.377 -0.36
H 2.289733 4.436838 -2.151450 -0.008 -0.019 0.020 0.24
H 2.764144 3.743582 -3.717542 -0.023 0.055 -0.015 0.36
H 3.576359 5.211724 -3.113213 -0.005 0.043 -0.044 0.26
H 4.095351 4.245596 -0.276275 0.060 0.001 -0.077 0.25
H 5.466072 4.750231 -1.287788 -0.003 -0.072 0.071 0.34
H 5.503673 2.471511 0.488066 0.040 -0.009 -0.049 0.34
H 6.670742 2.770321 -0.815243 -0.118 0.077 0.164 0.36
H 4.826917 0.716152 -0.942900 -0.113 0.043 -0.135 0.33
```
Positions in Å, forces in eV/Å.

The value obtained for the HOMO-LUMO gap is 4.47 eV. For the energy relative to the best compared isomer or geometry (same formula, charge and spin), the calculation gives 166.7 kJ/mol. The net charge is -1. Its spin multiplicity is 1.

---

No. 2
Here is a molecular structure, C22H38NO2OsP3 from the OMol25 dataset. Energies are from ωB97M-V/def2-TZVPD.

Structure (XYZ):
```
67
Properties=species:S:1:pos:R:3:forces:R:3:mulliken_charge:R:1
P -3.231106 0.197102 2.240672 -3.150 -1.521 2.683 0.88
C -2.722373 -0.133266 3.973972 1.481 0.305 -0.630 -1.08
H -3.578618 -0.073457 4.658936 -0.034 0.111 -0.365 0.46
H -1.962834 0.609435 4.247821 -0.188 -0.226 0.410 0.27
H -2.278892 -1.138265 3.999561 -0.059 0.335 0.130 0.39
C -4.581556 1.426439 2.403675 1.003 1.011 -1.167 -1.23
H -5.017075 1.587904 1.405151 -0.090 0.068 0.429 0.40
H -4.138129 2.367791 2.758182 -0.392 -0.115 -0.057 0.39
H -5.342158 1.077512 3.112455 0.270 -0.260 -0.061 0.48
C -4.157141 -1.364470 1.948857 1.046 -0.285 -1.273 -1.21
H -5.119653 -1.323783 2.467936 0.100 0.297 0.065 0.45
H -3.555780 -2.201978 2.326242 -0.196 0.184 -0.159 0.42
H -4.333088 -1.509381 0.876036 -0.229 -0.155 0.277 0.41
P 0.998936 -2.644240 -1.702491 -1.028 0.957 -0.681 0.52
C 2.054432 -3.032245 -0.304197 0.035 0.106 0.120 -1.07
H 2.621059 -3.940122 -0.548958 -0.062 0.176 0.205 0.52
H 1.441230 -3.189200 0.592517 0.263 -0.124 -0.210 0.35
H 2.730854 -2.183872 -0.142983 -0.054 -0.434 0.011 0.25
C -0.216784 -3.974535 -1.852622 0.408 -0.451 -0.099 -1.16
H -0.701950 -3.947818 -2.833084 0.174 -0.118 0.096 0.35
H -0.991074 -3.852771 -1.085237 0.292 -0.014 -0.079 0.31
H 0.290681 -4.929940 -1.696850 -0.250 -0.117 -0.187 0.50
C 2.061703 -2.403052 -3.134097 0.209 -0.568 -0.342 -1.17
H 2.327521 -3.389434 -3.524394 0.352 0.189 -0.201 0.46
H 2.959336 -1.853701 -2.816705 -0.166 -0.281 -0.093 0.35
H 1.552453 -1.818838 -3.911946 0.120 -0.341 0.226 0.32
P 2.045414 2.717873 -0.912147 0.829 0.370 0.131 1.06
C 3.314307 3.135455 0.283248 0.165 0.108 0.105 -1.17
H 3.901127 3.974676 -0.125274 -0.085 -0.232 0.309 0.49
H 3.960664 2.253790 0.423190 -0.082 0.397 -0.011 0.44
H 2.850340 3.436473 1.236535 0.273 -0.109 -0.315 0.35
C 2.670793 2.887257 -2.580451 -0.010 -0.235 -0.309 -1.37
H 3.476434 3.637743 -2.564276 -0.190 -0.248 -0.087 0.47
H 1.873230 3.234657 -3.255238 0.293 -0.188 0.154 0.45
H 3.063145 1.913622 -2.916575 0.002 0.439 -0.047 0.44
C 0.597265 3.738797 -0.683269 -0.431 0.161 0.155 -1.11
H 0.570368 4.506813 -1.468273 -0.036 -0.173 0.141 0.53
H 0.654238 4.256595 0.283027 -0.009 -0.125 -0.235 0.41
H -0.314865 3.132259 -0.734866 0.190 0.248 -0.066 0.09
Os -0.380823 -0.661943 -1.709853 3.152 -3.846 5.521 1.28
C -0.341736 -1.087823 0.181312 0.807 -0.044 1.419 0.21
O -0.343518 -1.397064 1.309528 -0.399 0.400 -1.976 -0.59
C 1.673025 0.865459 -0.713745 2.404 -1.549 1.706 0.05
O 2.433565 0.132061 -0.118781 -2.266 2.361 -1.787 -0.30
C -0.720060 0.146839 -3.653957 0.493 0.437 -2.168 -0.94
C -0.891724 1.147916 -2.698848 0.474 2.102 -0.503 -0.38
C -1.728476 0.933628 -1.605263 -1.346 1.831 0.378 -0.30
C -2.433482 -0.267474 -1.496014 -1.883 0.502 0.741 -0.59
C -2.249034 -1.272341 -2.440431 -1.486 -1.401 -0.381 -0.24
C -1.427225 -1.044489 -3.545397 -0.227 -0.902 -1.897 -0.74
H 0.029877 0.258324 -4.432374 -0.342 0.121 -0.080 0.55
H -0.311414 2.059233 -2.774439 -0.153 0.000 -0.076 0.89
H -1.769483 1.641727 -0.785227 -0.196 0.107 -0.243 0.36
H -3.042686 -0.454117 -0.616144 0.122 -0.033 -0.205 -0.03
H -2.687200 -2.253638 -2.290243 -0.161 0.197 -0.123 0.61
H -1.294828 -1.834499 -4.279617 0.088 0.133 0.095 0.53
C 0.981605 2.838455 4.208773 -0.082 0.195 0.079 -0.66
C 1.634923 1.636524 3.926535 0.060 1.230 1.499 -0.74
C 1.283947 0.939555 2.763693 -0.631 -0.765 -1.517 -0.18
N 0.350488 1.356738 1.905561 -0.362 0.250 -0.192 0.89
C -0.313345 2.473580 2.205763 0.279 -1.322 -1.145 -0.37
C -0.014744 3.261320 3.328852 0.718 0.796 1.368 -0.83
H 1.242085 3.441413 5.073257 0.000 -0.109 -0.021 0.58
H 2.429427 1.214868 4.535630 -0.050 0.275 0.188 0.56
H 1.814391 0.015046 2.539407 -0.139 0.087 -0.234 0.45
H -1.117508 2.780925 1.526848 0.227 -0.165 0.239 0.73
H -0.564152 4.192001 3.443784 0.135 -0.032 0.338 0.60
```
Positions in Å, forces in eV/Å.

The value obtained for the HOMO-LUMO gap (spin up / spin down) is 4.83 / 2.83 eV. The net charge is +4. Its spin multiplicity is 5.

---

Respective E values: -3128.7417 -2179.3516 hartree.
Respective max |F| values: 3.09 7.43 eV/Å.